Computed, not measured: a cluster of 2 separate species, CH3ClOS2 in total in a non-equilibrium geometry, with wB97M-V/def2-TZVPD.

Each atom is followed by the atoms it is bonded to, with distances in Å.
Positions of all 8 atoms, in Å:
1 C -1.65 0.13 -0.19  H6 1.111, H7 1.144, H8 1.005
2 O 1.48 -0.14 1.71  S4 1.451
3 S 2.12 1.42 -0.66  S4 1.907
4 S 1.18 0.07 0.31  O2 1.451, S3 1.907, Cl5 2.158
5 Cl 1.92 -1.79 -0.49  S4 2.158
6 H -1.87 0.44 -1.23  C1 1.111
7 H -1.95 -0.93 0.12  C1 1.144
8 H -1.24 0.80 0.44  C1 1.005

Calculated values
* DFT total energy: -1371.56040 hartree
* HOMO-LUMO gap (alpha / beta): 8.816 / 6.174 eV
* LUMO energy (alpha / beta): -1.11 / -3.34 eV
* highest occupied orbital energy (alpha / beta): -9.9 / -9.5 eV
* molecular weight: 130.6 Da
* energy above the lowest of the compared OMol25 structures with the same formula, charge and spin: 3.632 eV